P:
16
Properties=species:S:1:pos:R:3:nbo_charge:R:1 method="wB97M-V/def2-TZVPD" homo_energy_ev=-7.49 molar_mass_da=108.14 orbital_gap_ev=8.36
C -0.23576 -0.98079 -1.03762 0.1545
C 1.07588 -0.48107 -0.93996 -0.3886
C 0.84122 0.49036 0.03119 0.2289
C 1.30558 1.39975 1.25396 -0.4541
C -0.36611 1.38587 1.48291 -0.1656
C -1.15370 -0.25062 -0.35391 -0.2305
H -1.68277 -2.51392 -0.89515 0.4278
H -0.08973 -2.74411 -2.49712 0.4025
H 1.90425 -0.99943 -1.18421 0.2217
H 1.63538 0.60483 1.90108 0.2217
H 2.03879 2.16459 0.79438 0.2527
H -0.78044 0.90584 2.28412 0.1980
H -0.85199 2.46076 1.51764 0.1879
H -2.21172 -0.01626 -0.79296 0.2155
N -0.97273 -2.16882 -1.73046 -0.9244
N -0.45614 0.74304 0.16612 -0.3480



Q:
16
Properties=species:S:1:pos:R:3:nbo_charge:R:1 method="wB97M-V/def2-TZVPD" homo_energy_ev=-7.32 molar_mass_da=108.14 smiles="C=CC1=NC(=C)CN1" orbital_gap_ev=7.66
C -2.65594 -0.98280 -0.00635 -0.2632
C -2.06200 0.26366 -0.15172 -0.2688
C -0.60517 0.33566 -0.15082 0.3823
N 0.02194 -0.84649 0.28082 -0.5510
C 1.32349 -0.44700 0.18696 0.1832
C 2.29442 -1.31012 -0.34450 -0.5141
C 1.40862 1.05931 0.24431 -0.2840
N 0.16773 1.32276 -0.19857 -0.5364
H -3.73894 -0.70934 0.15467 0.1907
H -2.29759 -1.91389 0.12526 0.2226
H -2.74673 1.25321 -0.02682 0.2157
H 3.28588 -0.86782 -0.33964 0.1771
H 2.21058 -2.33672 -0.10598 0.2061
H 2.27054 1.36938 -0.44722 0.2251
H 1.47395 1.46912 1.25629 0.2041
H -0.35078 2.34108 -0.47666 0.4106



Least stable structure: P



P:
16
Properties=species:S:1:pos:R:3:nbo_charge:R:1 method="wB97M-V/def2-TZVPD" homo_energy_ev=-8.23 molar_mass_da=108.14 smiles=C[C@H]1Cc2[nH]cnc21 orbital_gap_ev=9.12
C 1.95585 -0.49651 0.96585 -0.6353
C 0.48086 -0.32764 1.00276 -0.2152
C 0.10782 1.19773 0.70425 -0.3735
C -0.91454 0.60975 -0.29460 0.0701
N -1.67173 0.56323 -1.43069 -0.5427
C -1.73669 -0.77508 -1.76627 0.1669
N -1.01576 -1.50536 -1.02968 -0.4463
C -0.46170 -0.64620 -0.10541 0.0615
H 2.62939 -0.13277 0.18940 0.2186
H 2.42198 -1.46149 1.04048 0.2215
H 2.41399 -0.06332 1.84776 0.2114
H 0.02089 -0.74176 1.86197 0.2217
H 0.75018 1.75657 0.03659 0.2145
H -0.35208 1.89526 1.36237 0.2102
H -2.28224 1.34725 -1.87064 0.4209
H -2.34621 -1.21967 -2.51412 0.1954



Q:
16
Properties=species:S:1:pos:R:3:nbo_charge:R:1 method="wB97M-V/def2-TZVPD" homo_energy_ev="-6.75 / -8.42" molar_mass_da=108.14 orbital_gap_ev="6.86 / 8.52"
C 2.02129 1.74273 -0.12646 0.1932
C 0.51936 0.25838 -0.15240 0.1787
C 1.74370 -0.45939 -0.15414 -0.0330
C 2.03014 -1.78739 -0.17364 -0.4107
C -1.68534 -0.31664 -0.18328 0.0388
C -2.51564 0.87784 -0.22263 -0.7743
N 0.72001 1.57370 -0.09135 -0.5278
N 2.69397 0.56484 -0.18086 -0.5395
H 2.50945 2.69923 -0.14836 0.1950
H 3.04890 -2.13039 -0.23168 0.1887
H 1.24490 -2.51434 -0.12518 0.2083
H -1.72106 -1.09814 -0.92256 0.1500
H -1.93217 1.75829 0.04541 0.2572
H -3.30971 0.77212 0.52652 0.2336
H -2.99713 1.03871 -1.19416 0.2265
H 3.69010 0.44235 -0.21188 0.4153



Least stable structure: Q



P:
16
Properties=species:S:1:pos:R:3:nbo_charge:R:1 method="wB97M-V/def2-TZVPD" homo_energy_ev=-7.55 molar_mass_da=108.14 orbital_gap_ev=7.97
C 0.94527 0.18002 -0.42576 -0.4077
C 1.31648 -1.22084 0.00517 -0.6522
C -0.38894 0.68516 1.14590 0.5443
C -0.89299 0.81383 -0.22218 0.0399
N 0.04493 0.94056 2.22993 -0.5868
N -1.11420 1.99554 -0.77310 -0.7934
C -1.71990 -0.30245 -0.63244 -0.0287
C -2.40412 -1.23116 -0.96233 -0.1800
H 1.00138 1.00854 2.56008 0.4104
H -0.49132 2.71226 -0.40365 0.3259
H 0.84058 0.26848 -1.50414 0.2373
H 1.62689 0.96626 -0.10136 0.1978
H 1.48818 -1.30163 1.07992 0.1991
H 2.23843 -1.53400 -0.49393 0.2279
H 0.53243 -1.92679 -0.27588 0.2282
H -3.02310 -2.05377 -1.22623 0.2381



Q:
16
Properties=species:S:1:pos:R:3:nbo_charge:R:1 method="wB97M-V/def2-TZVPD" homo_energy_ev=-9.11 molar_mass_da=108.14 smiles="N#CC1=CCNCC1" orbital_gap_ev=9.67
N -2.72749 -1.01236 2.52974 -0.3022
C -2.13912 -0.34065 1.64150 0.2738
C -1.01380 0.15441 0.79851 -0.1827
C 0.20139 0.44630 1.18945 -0.0903
C 1.47339 0.71737 0.32312 -0.2095
N 1.10703 0.76083 -0.92056 -0.6287
C 0.14537 -0.35050 -1.26965 -0.2087
C -1.20958 -0.22137 -0.63428 -0.4506
H 0.53436 0.40199 2.28295 0.2253
H 2.14061 1.57503 0.60343 0.2259
H 2.06152 -0.27608 0.71567 0.1289
H 1.89829 0.77569 -1.72135 0.3759
H 0.23256 -0.50537 -2.46316 0.2100
H 0.60752 -1.30581 -0.93562 0.1662
H -1.59736 -1.24981 -0.74404 0.2338
H -1.71468 0.43032 -1.39570 0.2328



Least stable structure: P



P:
9
Properties=species:S:1:pos:R:3:nbo_charge:R:1 method="wB97M-V/def2-TZVPD" homo_energy_ev=-2.34 total_charge=-1 molar_mass_da=113.25 orbital_gap_ev=5.80
S -3.09458 -0.00273 -1.23371 -0.4043
H -3.00822 1.09017 -0.43852 0.1420
C 3.01085 0.72563 1.20566 -0.7535
S 1.66051 0.42738 -0.02053 -0.0484
S 0.13695 -0.82572 0.59327 -0.7389
H 2.76107 0.92584 2.25902 0.1945
H 3.39366 1.65951 0.79930 0.2050
H 3.69601 -0.11752 1.26405 0.1898
H -2.10822 -0.47819 -0.38907 0.2139



Q:
9
Properties=species:S:1:pos:R:3:nbo_charge:R:1 method="wB97M-V/def2-TZVPD" homo_energy_ev=-2.79 total_charge=-1 molar_mass_da=113.25 orbital_gap_ev=6.39
S 1.92945 0.36494 1.60434 -0.5475
H 1.29427 1.60468 1.67513 0.1177
C -1.53888 1.06397 0.38187 -0.7933
S -1.56880 -0.33065 -0.72091 0.0104
S 0.35704 -0.79538 -1.26470 -0.6013
H -0.71164 1.84552 0.17140 0.2068
H -2.49903 1.56240 0.06142 0.2083
H -1.38150 1.01753 1.42418 0.2015
H 1.04810 -0.23652 0.47704 0.1975



Least stable structure: Q



P:
15
Properties=species:S:1:pos:R:3:nbo_charge:R:1 method="wB97M-V/def2-TZVPD" homo_energy_ev=0.33 total_charge=-2 molar_mass_da=133.17 smiles="C[C@H](C[S-])NC(=O)[O-]" orbital_gap_ev=5.84
C 0.35464 1.41279 1.28543 -0.6116
C -0.40467 0.61187 0.19800 -0.0980
C -1.08015 -0.59625 0.71635 -0.4770
S -3.03060 -0.55717 0.12588 -0.8816
N 0.60783 0.18907 -0.85492 -0.7342
C 2.05725 -0.09326 -0.63806 0.8832
O 2.66969 0.57567 0.22902 -0.8035
O 2.33032 -1.03279 -1.49650 -0.8484
H -0.34143 1.94635 1.72670 0.1707
H 1.11708 2.10151 0.86594 0.2220
H 0.96379 0.70527 1.89891 0.2100
H -1.05684 1.29162 -0.36287 0.1907
H -0.91284 -1.64753 0.27391 0.2231
H -1.20815 -0.67601 1.82543 0.1850
H 0.11067 -0.48398 -1.48817 0.3696



Q:
15
Properties=species:S:1:pos:R:3:nbo_charge:R:1 method="wB97M-V/def2-TZVPD" homo_energy_ev=0.38 total_charge=-2 molar_mass_da=133.17 smiles="O=C[C@@H](C[S-])NC[O-]" orbital_gap_ev=5.69
O 0.06952 2.65275 -0.63604 -0.5976
C -0.38729 1.56794 -0.38354 0.4779
C 0.51912 0.32230 0.09090 -0.1805
C -0.09033 -0.62151 1.12514 -0.5578
S -0.74244 0.01307 2.71956 -0.7862
N 1.09685 -0.49049 -1.06078 -0.7425
C 0.05831 -0.98618 -2.20812 0.1767
O 0.26213 -2.22675 -2.44062 -0.9059
H -1.47045 1.49529 -0.43445 0.0946
H 1.43980 0.90106 0.43930 0.1827
H 0.90222 -1.20545 1.54326 0.1934
H -1.08174 -1.09583 0.65184 0.2125
H 1.73079 -1.12223 -0.66887 0.3422
H 0.43473 -0.11519 -2.87425 0.0488
H -1.00639 -0.73667 -1.87734 0.0418



Least stable structure: Q



P:
19
Properties=species:S:1:pos:R:3:nbo_charge:R:1 method="wB97M-V/def2-TZVPD" homo_energy_ev=-6.74 molar_mass_da=130.16 orbital_gap_ev=7.54
N 0.93709 0.31839 0.10546 -0.0560
C -0.47143 0.99660 0.49784 0.3852
C -1.14040 -0.20140 0.44279 -0.2086
N 1.36319 0.59927 -1.23030 -0.6727
N 1.99811 0.44305 1.04697 -0.6539
N -2.51426 -0.51973 0.34557 -0.8404
N -0.17122 -2.02207 -0.86955 -0.8184
C -0.07308 -1.18509 0.21198 0.2046
N -0.68912 2.25103 0.64594 -0.8339
H 0.82531 -0.01932 -1.83672 0.3685
H 1.09844 1.55692 -1.45733 0.3596
H 2.86500 0.29991 0.53761 0.3684
H 1.97467 1.38820 1.42316 0.3600
H -3.02673 -0.45976 1.21947 0.3640
H -2.97859 0.08324 -0.32532 0.3618
H 0.13286 2.84541 0.57462 0.3342
H -0.92747 -1.84168 -1.51517 0.4032
H 0.31671 -2.90551 -0.86210 0.3954
H 0.48093 -1.62748 1.04507 0.1789



Q:
19
Properties=species:S:1:pos:R:3:nbo_charge:R:1 method="wB97M-V/def2-TZVPD" homo_energy_ev=-8.11 molar_mass_da=130.16 orbital_gap_ev=8.56
C -1.86091 0.50174 1.33475 -0.3306
C -0.14603 0.30131 0.01146 0.5241
C 1.29134 -2.61096 -0.19429 0.2654
H -1.86283 1.81762 0.78178 0.1004
H -1.48265 0.57190 2.43227 0.2057
H -3.23465 -0.13323 1.06602 0.1651
H -0.83508 2.28533 0.41969 0.3727
H 0.28798 3.06859 -1.32431 0.3685
H 1.67288 2.14077 -0.71100 0.3395
H 1.12408 0.06246 -1.67966 0.4191
H -0.65061 -2.20295 -0.93504 0.3934
H 0.97672 -3.68932 -0.76325 0.1927
H 2.25018 -1.10498 0.98903 0.3467
N -0.92428 -0.35725 0.82594 -0.5864
N -0.45049 1.60190 -0.32587 -0.4531
N 0.56876 2.12645 -1.06598 -0.6931
N 0.66594 -0.41636 -0.80986 -0.4444
N 0.40224 -1.70054 -0.83491 -0.4737
N 2.20742 -2.26247 0.78322 -0.7120



Least stable structure: Q